1.
{
  "formula": "C21H16FNO3",
  "method": "wB97M-V/def2-TZVPD",
  "elements": ["C", "C", "O", "C", "C", "C", "C", "C", "C", "N", "O", "O", "H", "H", "H", "H", "H", "H", "F", "C", "C", "C", "C", "C", "C", "C", "C", "C", "C", "C", "C", "C", "H", "H", "H", "H", "H", "H", "H", "H", "H", "H"],
  "xyz": [[-1.61323, 2.11121, -0.86415], [-0.20387, 2.24253, -0.59654], [0.55602, 2.49928, -1.55298], [0.31132, 2.05409, 0.79622], [0.05974, 0.90158, 1.54777], [0.70845, 0.71636, 2.77395], [1.53452, 1.72508, 3.29388], [1.79738, 2.86748, 2.52655], [1.23146, 2.99936, 1.25994], [-2.57933, 2.33563, 0.08282], [-3.79075, 2.49215, -0.26935], [-2.27734, 2.37725, 1.30509], [-1.97262, 2.03684, -1.88594], [-0.62944, 0.15383, 1.15447], [0.55263, -0.21188, 3.32727], [1.97988, 1.61716, 4.28657], [2.44273, 3.66151, 2.89954], [1.45779, 3.84498, 0.60420], [-5.27187, 7.25288, -1.34229], [-5.10948, 6.06678, -2.01987], [-6.19696, 5.19340, -2.07416], [-6.00882, 3.96287, -2.72597], [-4.76419, 3.60664, -3.20662], [-3.63490, 4.47564, -3.07996], [-2.37612, 3.94659, -3.45875], [-1.11424, 4.59432, -3.57241], [-0.18431, 4.08573, -4.52889], [1.07791, 4.63298, -4.66470], [1.44529, 5.75746, -3.90638], [0.53391, 6.29566, -2.98715], [-0.69543, 5.68165, -2.75949], [-3.87183, 5.79384, -2.58700], [-7.15501, 5.47432, -1.64186], [-6.84721, 3.27432, -2.82628], [-4.60165, 2.63243, -3.66831], [-2.40410, 2.91455, -3.81660], [-0.49847, 3.23259, -5.13221], [1.79389, 4.17814, -5.34946], [2.44261, 6.19145, -4.01533], [0.79845, 7.19077, -2.42105], [-1.33824, 5.98870, -1.93413], [-3.10123, 6.55619, -2.63610]],
  "e_above_lowest_kj_mol": 0.0,
  "orbital_gap_ev": 4.2,
  "e_lumo_ev": -3.146
}

---

2.
{
  "formula": "C3H4OS3",
  "method": "wB97M-V/def2-TZVPD",
  "elements": ["O", "C", "S", "C", "C", "S", "S", "H", "H", "H", "H"],
  "xyz": [[-1.01393, -1.57304, -0.46282], [-1.08115, -0.43342, 0.02600], [-2.20321, 0.80895, -0.43591], [0.10610, 0.20281, 0.74229], [1.36812, 0.46148, -0.13391], [1.70408, 2.04657, -0.40735], [2.55141, -0.91191, -0.39195], [-3.05145, 0.00131, -0.96954], [-0.38579, 1.31788, 0.88238], [0.57670, -0.06808, 1.87308], [1.42912, -1.85254, -0.72226]],
  "e_above_lowest_kj_mol": 194.3,
  "orbital_gap_ev": 8.2,
  "e_lumo_ev": -0.810,
  "smiles": "O=C(S)CC(=S)S"
}

---

3.
{
  "formula": "H4S4",
  "method": "wB97M-V/def2-TZVPD",
  "elements": ["S", "S", "H", "H", "S", "S", "H", "H"],
  "xyz": [[-2.67293, -1.03772, -2.52502], [-4.54646, -1.86769, -2.82183], [-2.51745, -0.94279, -1.18736], [-5.37456, -0.80189, -2.79321], [3.55335, 2.28588, 2.30517], [3.99546, 0.37512, 1.53881], [4.52382, 2.25834, 3.24321], [3.03875, -0.26922, 2.24025]],
  "e_above_lowest_kj_mol": 13.5,
  "orbital_gap_ev": 9.8,
  "e_lumo_ev": 0.167,
  "smiles": "SS.SS"
}

---

4.
{
  "formula": "CH3FN2O2",
  "method": "wB97M-V/def2-TZVPD",
  "elements": ["C", "N", "N", "O", "O", "F", "H", "H", "H"],
  "xyz": [[-0.57307, -0.47013, -0.27689], [-0.44393, -1.49990, 0.54187], [0.76816, 0.96759, 0.51441], [-1.20383, -0.07390, -1.18497], [0.38107, 2.15829, -0.16351], [1.97245, 0.48285, -0.07754], [0.38002, -1.34277, 1.14847], [-1.24071, -2.23100, 0.53979], [-0.04017, 2.00897, -1.04164]],
  "e_above_lowest_kj_mol": 159.3,
  "orbital_gap_ev": [9.1, 9.1],
  "e_lumo_ev": [0.116, 0.116]
}

---

5.
{
  "formula": "C2H6",
  "method": "wB97M-V/def2-TZVPD",
  "elements": ["C", "C", "H", "H", "H", "H", "H", "H"],
  "xyz": [[0.17251, -0.69384, -0.28209], [-0.33141, 0.64676, 0.14427], [0.66157, -0.74406, -1.31035], [1.03370, -1.05853, 0.36929], [-0.43131, -1.60180, -0.23968], [0.58587, 1.22070, 1.09832], [-1.30836, 0.61981, 0.58289], [-0.38258, 1.61096, -0.36265]],
  "e_above_lowest_kj_mol": 173.8,
  "orbital_gap_ev": 11.6,
  "e_lumo_ev": 1.193
}

---

6.
{
  "formula": "C42H57BBr2FeN8O3S3",
  "method": "wB97M-V/def2-TZVPD",
  "elements": ["Fe", "C", "C", "C", "C", "N", "C", "C", "N", "B", "N", "C", "C", "N", "C", "S", "C", "C", "C", "C", "N", "C", "C", "N", "C", "S", "C", "C", "C", "C", "C", "S", "H", "H", "H", "H", "H", "H", "H", "H", "H", "H", "H", "H", "H", "H", "H", "H", "H", "H", "H", "H", "H", "H", "H", "H", "H", "H", "H", "H", "H", "H", "H", "H", "H", "H", "C", "C", "C", "C", "C", "C", "C", "Br", "C", "O", "C", "C", "C", "C", "C", "C", "H", "H", "H", "H", "H", "H", "H", "H", "H", "H", "H", "H", "H", "H", "H", "H", "H", "H", "H", "H", "Br", "C", "C", "N", "C", "C", "C", "C", "O", "O", "H", "H", "H", "N", "C"],
  "xyz": [[-0.74013, -1.06410, -0.94792], [-3.98953, 2.87460, -1.08942], [-5.19983, 2.22200, -0.42452], [-5.78283, 1.11900, -1.31072], [-6.29393, 3.27670, -0.19972], [-4.75953, 1.69800, 0.86808], [-4.85933, 2.40300, 2.04668], [-4.17833, 1.72700, 2.98928], [-3.62573, 0.61470, 2.42038], [-2.68093, -0.30110, 3.20278], [-2.98283, -1.77320, 2.82258], [-4.16963, -2.33440, 3.20288], [-4.24793, -3.57850, 2.68748], [-3.09683, -3.80690, 1.97258], [-2.33733, -2.67070, 2.04638], [-0.80273, -2.48180, 1.39758], [-2.74883, -5.04180, 1.27138], [-2.53123, -4.74120, -0.21082], [-3.88823, -6.06030, 1.39318], [-1.48733, -5.63220, 1.91188], [-1.20453, 0.08270, 3.04058], [-0.24573, -0.60190, 3.73968], [0.94377, 0.00120, 3.55718], [0.74227, 1.08290, 2.73188], [-0.59523, 1.11960, 2.41908], [-1.32683, 2.30820, 1.50218], [1.75537, 2.05380, 2.32838], [1.89207, 2.05650, 0.80428], [1.34937, 3.43850, 2.85198], [3.11217, 1.69400, 2.94298], [-3.96283, 0.60780, 1.10718], [-3.61113, -0.63300, 0.03618], [-4.27133, 3.29730, -2.05252], [-3.20263, 2.13850, -1.23502], [-3.59123, 3.65960, -0.44602], [-6.18303, 1.55730, -2.22402], [-6.58013, 0.59430, -0.78702], [-5.01893, 0.39660, -1.57802], [-6.72803, 3.53910, -1.16142], [-5.88543, 4.18340, 0.24028], [-7.08673, 2.88690, 0.43708], [-5.39103, 3.32470, 2.13948], [-4.03503, 1.94580, 4.02618], [-2.95953, -0.18880, 4.37638], [-4.86953, -1.79950, 3.81588], [-5.04323, -4.28710, 2.76638], [-3.38683, -4.20820, -0.61842], [-2.39303, -5.66210, -0.77102], [-1.65393, -4.11880, -0.36272], [-4.79593, -5.68370, 0.92598], [-4.08883, -6.31820, 2.43238], [-3.59023, -6.96650, 0.86998], [-0.67513, -4.91240, 1.86068], [-1.19273, -6.53590, 1.38448], [-1.67243, -5.87720, 2.95758], [-0.48553, -1.48430, 4.29228], [1.90177, -0.27420, 3.93858], [0.93197, 2.27210, 0.34318], [2.22757, 1.08290, 0.45628], [2.61707, 2.80520, 0.48938], [0.39127, 3.72700, 2.42498], [2.09687, 4.17450, 2.57028], [1.26357, 3.41850, 3.93888], [3.45547, 0.72110, 2.59768], [3.05767, 1.69490, 4.03138], [3.84187, 2.44260, 2.63558], [7.75017, -0.08840, -1.02502], [6.90367, -0.29300, 0.23558], [7.58537, -1.39410, 1.06098], [6.88517, 1.01370, 1.04208], [5.46477, -0.66510, -0.08692], [4.67817, -1.31790, 0.85068], [3.35697, -1.57450, 0.58098], [2.41257, -2.59980, 1.89738], [2.65977, -1.15550, -0.58882], [1.39457, -1.28730, -0.66612], [3.51577, -0.57920, -1.58902], [4.85047, -0.35280, -1.29572], [3.07097, -0.31610, -3.02992], [3.61897, -1.47990, -3.87382], [1.55747, -0.25510, -3.22522], [3.63997, 1.00940, -3.56712], [8.78787, 0.08970, -0.74382], [7.40857, 0.76720, -1.60002], [7.70827, -0.97490, -1.65382], [8.65267, -1.19140, 1.14088], [7.45267, -2.36090, 0.58138], [7.17907, -1.45020, 2.06628], [7.89407, 1.29970, 1.33748], [6.27787, 0.89610, 1.93588], [6.45457, 1.81490, 0.44528], [5.07517, -1.64690, 1.79928], [5.46127, 0.08810, -2.06552], [3.19677, -2.41670, -3.51672], [4.70467, -1.53860, -3.79972], [3.34557, -1.35820, -4.92122], [1.08717, -1.21790, -3.02722], [1.31817, 0.01450, -4.25362], [1.11007, 0.48990, -2.56932], [4.72277, 0.98900, -3.66802], [3.36627, 1.83000, -2.90862], [3.22767, 1.21030, -4.55472], [-0.94263, 6.30770, -2.85682], [-1.74643, 4.72120, -3.57082], [-2.65643, 4.86470, -4.60292], [-3.26653, 3.81860, -5.15062], [-2.96123, 2.61510, -4.68052], [-2.05203, 2.37680, -3.65722], [-1.41873, 3.47630, -3.06862], [-1.77733, 0.93240, -3.21732], [-2.10073, 0.04920, -4.00382], [-1.24193, 0.80750, -2.08282], [-2.90653, 5.83920, -5.00582], [-3.47543, 1.77990, -5.13902], [-0.72003, 3.33410, -2.25802], [-0.94813, -3.51800, -2.99602], [-1.01283, -2.60770, -2.28062]],
  "orbital_gap_ev": [6.1, 6.1],
  "e_lumo_ev": [3.821, 3.821],
  "multiplicity": 5,
  "charge": -2,
  "s2": 6.01
}

---

Listing E_tot for the structures above in their given order: -32380.50196 -37726.70804 -43405.46405 -10873.57575 -2169.44770 -270205.29284 eV.